DFT (wB97M-V/def2-TZVPD) results for a cluster of 10 separate species, C32H90N6O10 in total.

XYZ file:
```
138
Properties=species:S:1:pos:R:3:forces:R:3:mulliken_charge:R:1
C 1.9147 -1.3627 -4.2663 0.1 0.6 0.1 -0.61
O 0.9362 -2.1940 -3.6813 0.3 0.3 -0.7 -0.40
C 1.3120 -2.4929 -2.3591 0.8 0.5 0.3 -0.56
C 0.5200 -3.6522 -1.7963 1.1 -0.5 -0.3 0.18
C -0.9204 -3.2689 -1.7156 -0.5 0.6 0.2 -0.99
N 1.1315 -3.9904 -0.5113 -0.1 0.2 0.3 -0.48
H 1.7128 -1.1959 -5.3142 -0.4 -0.2 -0.3 0.32
H 2.9204 -1.7714 -4.1958 0.2 -0.5 0.1 0.44
H 2.0086 -0.3640 -3.7968 -0.4 -0.3 0.1 -0.01
H 2.4027 -2.7016 -2.3486 -0.5 -0.2 0.2 0.41
H 1.1358 -1.5984 -1.7416 0.1 -0.1 0.2 0.13
H 0.7192 -4.4950 -2.4691 -0.3 0.0 0.0 0.46
H -0.9449 -2.3260 -1.1420 -0.3 -0.3 0.0 -0.05
H -1.5647 -4.0196 -1.2449 0.1 0.1 -0.2 0.35
H -1.2665 -3.0174 -2.7124 -0.3 -0.1 -0.2 0.46
H 0.6453 -3.4679 0.2059 0.1 0.2 0.3 -0.10
H 1.0092 -4.9630 -0.2761 -0.1 -0.2 -0.1 0.31
C -2.4976 -0.1365 3.1722 -0.3 0.3 -0.3 -0.39
O -3.6002 -0.8738 2.6834 0.0 0.5 -0.6 -0.28
C -3.7866 -2.1627 3.2083 0.3 -0.6 0.3 -1.31
C -2.5775 -3.1579 3.0486 -1.4 2.0 1.0 1.03
C -2.1223 -3.2008 1.6495 0.2 -0.4 -1.1 -0.92
N -2.9632 -4.4509 3.5216 0.6 -0.8 0.7 -0.66
H -2.5129 -0.1473 4.2475 0.3 -0.2 0.8 0.58
H -2.5983 0.9285 2.9002 -0.2 -0.5 -0.2 0.35
H -1.5485 -0.4903 2.7620 0.1 -0.1 0.2 -0.35
H -4.0601 -2.1436 4.2772 0.2 0.3 0.0 0.28
H -4.6759 -2.5643 2.7071 0.2 0.0 -0.2 0.34
H -1.7871 -2.7216 3.6681 0.1 -0.5 0.3 -0.12
H -1.5046 -2.3659 1.2868 -0.2 -0.2 0.4 0.20
H -3.0227 -3.2513 1.0527 -0.2 -0.1 -0.6 0.16
H -1.6057 -4.1504 1.5412 0.4 0.0 -0.4 0.44
H -3.1523 -4.4670 4.5138 -0.2 -0.2 -0.2 0.27
H -3.6238 -5.0012 2.9827 0.1 0.5 0.1 0.23
C 3.5685 4.1182 2.1578 0.3 -1.1 0.3 -0.83
O 3.1897 2.9394 2.8731 0.3 -0.1 -1.4 0.20
C 2.6586 3.2477 4.0962 0.4 0.8 2.5 -1.28
C 1.9036 2.0724 4.6956 0.3 -0.4 0.1 0.84
C 0.6932 1.9545 3.8618 -1.9 0.1 -0.9 -0.80
N 1.5721 2.2693 6.1072 0.3 1.8 -0.1 -0.78
H 2.7134 4.7603 1.9465 -0.1 0.0 0.0 0.28
H 4.0042 3.7397 1.2349 0.1 0.3 -0.1 0.08
H 4.3191 4.6346 2.7542 0.1 0.4 -0.1 0.41
H 3.4473 3.5624 4.8252 -0.3 0.0 -0.5 0.27
H 1.9580 4.0845 3.9822 -0.1 0.2 0.2 0.57
H 2.5321 1.1889 4.6156 0.2 -0.2 0.1 0.11
H 0.1982 2.9198 3.9735 -0.4 0.1 0.0 0.43
H -0.0463 1.2062 4.1751 0.4 -0.1 -0.1 0.11
H 0.8748 1.9015 2.7835 0.1 -0.4 0.1 -0.14
H 0.9369 3.0851 6.1970 0.5 -0.7 0.0 0.28
H 1.0993 1.4903 6.5210 -0.2 -0.5 -0.1 0.28
C 7.6850 0.3663 1.6177 0.2 0.9 -0.6 -0.73
O 6.4385 -0.2502 1.3998 0.7 -1.0 0.5 -0.36
C 5.3725 0.6131 1.1191 0.6 1.0 -0.3 -0.33
C 4.1063 -0.2214 1.0418 -1.1 1.5 0.9 0.73
C 4.1610 -1.2928 0.0094 -0.7 -1.6 -0.4 -1.24
N 2.8627 0.6468 0.8416 1.0 -0.5 -1.0 0.70
H 8.1543 0.7530 0.6918 -0.4 -0.1 0.0 0.27
H 8.4521 -0.2740 2.0565 -0.6 -0.4 0.1 0.26
H 7.5389 1.2304 2.2576 0.1 0.3 0.4 0.30
H 5.3105 1.4285 1.8984 -0.2 -0.7 -0.6 0.18
H 5.6076 1.0939 0.1424 -0.4 0.1 0.2 0.33
H 4.0191 -0.6749 2.0346 -0.2 -0.1 -0.1 -0.22
H 4.9724 -2.0111 0.1788 0.0 0.4 0.2 0.43
H 4.3039 -0.9098 -1.0094 -0.3 0.1 0.1 0.33
H 3.2278 -1.9227 0.0765 0.7 0.8 -0.4 -0.12
H 3.0460 1.3172 0.0801 -0.1 -0.6 0.0 -0.23
H 2.6647 1.2536 1.6174 0.3 0.0 0.7 -0.39
C -8.5993 -0.5695 -2.6773 1.0 0.8 1.5 -0.74
O -7.5167 -0.3611 -1.7323 0.0 -0.7 -0.9 -0.33
C -6.5254 -1.3839 -1.9982 -1.3 0.8 -0.7 -0.85
C -5.4100 -1.3411 -1.0087 0.4 0.2 0.7 0.69
C -4.7707 0.0600 -0.9162 0.0 0.0 -0.3 -0.76
N -4.4835 -2.4129 -1.3632 -0.2 -0.2 1.1 -0.61
H -9.2550 0.3039 -2.6082 0.1 -0.3 -0.1 0.24
H -9.1058 -1.4684 -2.3618 -0.5 -0.4 -0.2 0.30
H -8.1863 -0.6790 -3.6721 -0.1 0.0 -0.4 0.32
H -7.0375 -2.3520 -2.0242 0.2 -0.1 0.3 0.45
H -6.1565 -1.2069 -3.0270 0.2 -0.1 0.3 0.25
H -5.7753 -1.6301 -0.0054 -0.2 0.3 -0.4 0.22
H -5.5138 0.8534 -0.7681 0.0 -0.3 0.0 0.49
H -4.2466 0.2636 -1.8632 -0.1 0.0 0.2 0.05
H -4.0532 0.1200 -0.0894 -0.1 -0.2 -0.1 -0.04
H -4.0095 -2.2612 -2.2347 0.4 0.3 -0.2 0.33
H -3.8424 -2.5014 -0.5729 0.2 -0.1 -0.8 -0.05
C -1.7196 2.8503 -3.6170 -0.2 -0.3 -0.7 -0.12
O -2.1486 1.8831 -4.5893 0.9 0.5 0.9 -0.57
C -1.5272 0.6660 -4.1958 -0.5 -0.3 -0.4 0.44
C -1.9246 -0.4238 -5.1977 1.0 0.1 0.7 0.66
C -1.2591 -0.1880 -6.5592 0.3 0.6 0.2 -1.46
N -3.3586 -0.3957 -5.2332 -0.3 -0.2 0.4 -0.45
H -2.1155 2.6434 -2.6080 -0.1 0.1 -0.4 0.23
H -1.9928 3.8272 -3.9925 -0.3 0.2 0.2 0.35
H -0.6318 2.8053 -3.5680 0.2 0.1 0.2 -0.23
H -0.4278 0.7741 -4.1594 -0.2 0.0 0.1 -0.05
H -1.9343 0.4419 -3.1925 0.4 -0.4 -0.2 -0.13
H -1.5558 -1.3487 -4.7160 -0.3 0.1 -0.5 -0.07
H -1.4753 0.8331 -6.8707 -0.2 0.1 -0.1 0.33
H -1.5638 -0.8411 -7.3732 -0.2 -0.3 0.2 0.39
H -0.1727 -0.2214 -6.4923 0.1 -0.2 0.1 0.22
H -3.6865 -1.1102 -5.8431 -0.5 -0.4 -0.6 0.25
H -3.6363 0.5082 -5.5841 -0.3 0.1 -0.1 0.27
C 1.5531 5.7384 -0.9675 0.2 0.3 -0.7 -1.29
C 0.4347 4.7470 -1.1490 -1.1 0.4 0.6 1.42
C 0.1781 3.9226 0.1046 1.5 -0.5 -0.2 -0.38
O -0.8052 5.4431 -1.4165 0.3 -0.2 0.0 -0.61
H 1.4238 6.3463 -0.0801 0.0 -0.1 0.4 0.30
H 1.5605 6.4633 -1.7960 0.1 -0.3 0.0 0.44
H 2.5047 5.2056 -0.9609 0.1 0.2 0.1 0.15
H 0.6283 4.0975 -1.9952 0.3 -0.3 -0.1 -0.53
H 1.1671 3.4430 0.3783 -1.1 0.2 -0.2 -0.08
H -0.5675 3.1526 -0.0991 0.1 0.1 0.2 -0.15
H -0.1157 4.5574 0.9421 -0.2 0.0 -0.1 0.42
H -0.6789 5.8867 -2.2589 -0.2 0.2 -0.1 0.38
C 1.0879 -1.8946 3.8033 0.4 -0.7 -0.2 -0.44
C 1.5686 -3.3647 3.9569 1.1 0.7 0.7 0.04
C 2.8249 -3.6197 3.1004 -0.2 0.5 0.1 -1.03
O 1.8052 -3.7051 5.3639 -0.5 0.0 -1.2 -0.60
H 0.7266 -1.7428 2.7607 0.1 0.2 0.7 -0.28
H 1.8969 -1.1745 4.0322 -0.1 -0.3 -0.3 0.42
H 0.3111 -1.7103 4.5401 -0.3 0.0 -0.1 0.40
H 0.7845 -4.0257 3.6474 -0.6 -0.4 -0.1 0.35
H 2.6145 -3.3834 2.0471 0.0 -0.3 0.2 0.09
H 3.2684 -4.6164 3.1967 -0.4 0.1 0.0 0.39
H 3.5886 -2.9039 3.4076 0.2 0.1 0.1 0.27
H 2.4388 -3.0790 5.7114 0.3 0.2 0.1 0.37
C -0.8535 0.3536 0.1905 0.1 -0.8 -0.1 -0.49
O 0.1173 -0.6078 0.5596 -0.3 -0.5 0.2 1.27
H -0.9745 1.1357 0.9485 -0.1 -0.1 -0.1 -0.05
H -0.6270 0.8080 -0.7797 0.0 0.1 0.0 0.32
H -1.7561 -0.2651 0.0871 -0.1 0.7 0.0 -0.04
H 1.0042 -0.2439 0.6195 0.7 0.6 0.0 -0.66
C 3.0115 2.4981 -3.2736 0.4 -0.1 -1.0 -0.53
O 3.0357 2.8472 -1.9025 0.6 0.3 0.3 -0.33
H 3.4311 1.4945 -3.4892 -0.3 0.3 0.4 0.20
H 1.9717 2.5310 -3.6214 0.2 -0.1 0.2 0.03
H 3.5951 3.1771 -3.9284 -0.3 0.0 0.5 0.33
H 3.8848 3.2685 -1.6764 -0.5 -0.4 -0.3 0.20
```
Forces are in eV/Å.

Summary:
Orbital gap in eV: 8.8
Structure (SMILES): COC[C@H](C)N.COC[C@H](C)N.COC[C@H](C)N.COC[C@H](C)N.COC[C@H](C)N.COC[C@H](C)N.CC(C)O.CC(C)O.CO.CO
Energy relative to the best compared isomer or geometry (same formula, charge and spin) in eV: 0.162
F_max in hartree/bohr: 0.0524
Charge: 0